ORCA calculation (ωB97M-V/def2-TZVPD) on an isolated molecule of C27H33N3O5.

The geometry in XYZ format:
```
68
Properties=species:S:1:pos:R:3:forces:R:3:lowdin_charge:R:1
C -6.90718 -1.10702 -1.92688 -0.0484 -0.0383 0.2271 -0.11
C -7.05889 -1.91750 -0.64429 0.0501 -0.1542 -0.1479 -0.27
C -6.04677 -3.06074 -0.54504 0.0475 0.1512 0.0379 -0.22
C -4.61940 -2.58932 -0.26308 -0.2549 -0.1267 0.1918 -0.21
C -4.39217 -2.21342 1.20187 0.2658 0.1083 -0.3393 -0.20
C -3.08394 -1.44418 1.36796 -0.2753 -0.1819 0.3298 -0.21
C -2.70794 -1.20956 2.82881 0.1001 0.2508 -0.2244 -0.19
C -1.59876 -0.17232 3.01344 -0.0626 -0.1837 0.0927 -0.18
C -0.25081 -0.58038 2.40588 -0.1043 0.0189 0.1825 -0.08
C -0.21714 -0.62582 0.89791 0.2340 -0.1442 0.2617 -0.43
O 0.14496 -1.62415 0.29497 -0.0312 -0.2807 0.0434 0.04
N -0.63550 0.46955 0.19368 -0.2615 0.0445 -0.3279 0.06
C -0.79215 1.78293 0.66586 -0.0703 0.5379 0.1616 -0.17
C 0.15364 2.43029 1.44786 -0.1259 0.0294 -0.1108 0.00
C -0.06148 3.73494 1.85518 0.0373 0.0001 0.1052 -0.07
C -1.20910 4.40868 1.47096 -0.0319 -0.0363 0.0038 -0.07
C -2.13450 3.79145 0.64870 0.0702 -0.0913 -0.0325 -0.01
C -1.92272 2.48609 0.23018 0.3798 -0.0519 0.2831 -0.17
N -2.81632 1.83878 -0.62020 -0.3941 0.3591 0.1638 0.17
C -2.50116 0.74172 -1.35670 0.2310 -0.3396 -0.0387 -0.43
O -3.29328 0.20334 -2.09358 -0.0286 -0.1001 -0.2098 0.09
C -1.05004 0.28250 -1.18821 -0.0137 -0.2346 -0.4494 -0.16
C -0.17570 1.06996 -2.17961 0.0911 0.1010 0.0392 -0.01
C 1.31318 1.11918 -1.82950 -0.5376 0.0411 -0.1481 -0.45
O 1.93608 2.15135 -1.94259 0.1600 0.1823 -0.0310 0.08
N 1.83282 -0.06657 -1.42083 -0.0764 -0.4640 -0.0323 0.15
C 3.13618 -0.33350 -1.00143 0.4206 0.0485 0.0856 -0.20
C 3.36454 -1.55835 -0.36786 -0.0376 0.0440 -0.0266 0.00
C 4.62903 -1.89124 0.06037 0.2479 0.1287 -0.0292 0.00
C 5.69372 -1.01060 -0.13744 -0.2241 0.1662 -0.1117 -0.15
C 7.03310 -1.40524 0.33327 0.3163 -0.4442 0.2901 -0.49
O 7.28920 -2.44231 0.89640 -0.0671 0.0368 -0.0353 0.10
O 7.98461 -0.48835 0.07929 0.1626 0.4388 -0.1843 0.10
C 5.46345 0.20950 -0.76938 0.0772 -0.3293 0.1702 0.00
C 4.19698 0.54933 -1.19896 -0.1365 0.2043 -0.1131 0.01
H -5.91742 -0.66403 -2.00076 0.1019 0.0926 -0.0752 0.05
H -7.64385 -0.30670 -1.95774 -0.0363 0.0993 -0.0838 0.07
H -7.05840 -1.74380 -2.79584 -0.0129 -0.0417 -0.1356 0.07
H -8.06730 -2.33795 -0.61046 -0.0141 0.0572 0.0899 0.10
H -6.95312 -1.25641 0.21824 -0.0747 0.0126 0.0875 0.09
H -6.35444 -3.74817 0.24715 -0.0027 -0.1050 -0.0239 0.11
H -6.06038 -3.61485 -1.48599 -0.0642 -0.0968 -0.0132 0.11
H -4.38906 -1.73330 -0.89842 0.0953 0.0203 -0.0591 0.08
H -3.91963 -3.38484 -0.52888 0.0911 0.0374 -0.0460 0.12
H -5.21695 -1.59605 1.56345 -0.0623 0.0027 0.0914 0.11
H -4.36748 -3.11965 1.81157 -0.0630 -0.0387 0.0725 0.12
H -3.18896 -0.48015 0.86412 0.0239 0.0401 -0.0487 0.11
H -2.29064 -2.00220 0.87027 0.0447 0.0065 -0.1167 0.11
H -2.40130 -2.15564 3.27950 -0.0376 -0.0681 0.0848 0.12
H -3.59039 -0.85796 3.36992 -0.0263 -0.0590 0.0522 0.12
H -1.92352 0.78285 2.59616 -0.0270 0.0197 0.0986 0.10
H -1.44313 -0.02208 4.08438 0.0286 0.0977 -0.0293 0.12
H 0.52268 0.09990 2.76320 0.0581 -0.0536 -0.0101 0.11
H 0.01192 -1.58485 2.74490 0.0806 0.0797 -0.0967 0.13
H 1.06368 1.92017 1.71995 0.1089 -0.0646 -0.0078 0.12
H 0.67759 4.22996 2.46476 0.0750 0.0492 0.0604 0.11
H -1.37573 5.42378 1.79509 -0.0138 0.1018 0.0201 0.11
H -3.01898 4.31747 0.32176 -0.0965 0.0678 -0.0543 0.11
H -3.72562 2.25595 -0.77405 0.0905 -0.1624 -0.0527 0.17
H -1.01390 -0.79002 -1.40341 -0.1116 0.2798 0.0872 0.16
H -0.50424 2.11056 -2.23801 0.1073 -0.0722 -0.0166 0.13
H -0.28338 0.63131 -3.17384 -0.0508 0.0333 0.0002 0.14
H 1.19291 -0.83686 -1.24390 -0.0207 0.2326 -0.0111 0.11
H 2.53636 -2.23316 -0.20774 -0.0673 -0.0693 0.0213 0.11
H 4.82004 -2.83224 0.55306 -0.0013 -0.0776 0.0346 0.12
H 8.83752 -0.81026 0.40923 -0.2667 -0.1755 0.0345 0.13
H 6.28548 0.89042 -0.92341 0.0397 0.0644 -0.0266 0.12
H 4.02083 1.49496 -1.68323 -0.0056 -0.0012 -0.0047 0.10
```
Forces are in eV/Å.

Output
Orbital gap = 9.2 eV
SMILES = CCCCCCCCCC(=O)N1c2ccccc2NC(=O)[C@H]1CC(=O)Nc1ccc(C(=O)O)cc1
HOMO energy = -8.7 eV
2S+1 = 1